{"formula": "C3HCuO3", "method": "ωB97M-V/def2-TZVPD", "homo_ev": -7.8, "total_charge": 0, "relative_energy_ev": 0.234, "gap_ha": 0.2184, "species": ["O", "C", "C", "O", "C", "O", "Cu", "H"], "positions_angstrom": [[-0.51709, -2.48636, -1.78200], [-0.31389, -1.52711, -1.11369], [-0.30732, -0.44736, -0.38739], [0.91361, 0.05860, 0.10076], [0.86315, 1.08410, 0.92607], [0.32708, 1.01421, 2.00405], [-2.53033, 0.38526, -0.44470], [1.56479, 1.91866, 0.69692]], "forces_ev_per_angstrom": [[0.4, 0.8, 0.6], [-0.6, -0.8, -0.6], [-1.7, 0.3, 0.0], [-0.2, 0.1, -1.9], [0.8, 0.0, 2.7], [-0.5, 0.8, -0.7], [2.3, -0.7, 0.2], [-0.4, -0.4, -0.4]], "nbo_charge": [-0.5092, 0.5416, -0.4532, -0.5293, 0.6532, -0.5535, 0.7295, 0.1209]}

{"formula": "C3HF", "method": "ωB97M-V/def2-TZVPD", "homo_ev": [-10.3, -10.3], "total_charge": 0, "relative_energy_ev": 4.107, "gap_ha": [0.2316, 0.2316], "species": ["C", "C", "C", "F", "H"], "positions_angstrom": [[2.16976, 0.56877, -0.08299], [0.87493, 0.51198, 0.05288], [-0.36858, 0.48557, -0.02088], [-1.33917, -1.80124, -0.04556], [-1.33694, 0.23493, 0.09655]], "forces_ev_per_angstrom": [[-0.1, 0.0, 0.0], [0.1, 0.4, -0.4], [2.9, -1.7, 0.3], [0.8, 2.0, 0.0], [-3.7, -0.7, 0.0]], "nbo_charge": [0.5086, -0.5917, 0.4576, -0.6605, 0.2859]}

{"formula": "C3HF2NO2", "method": "ωB97M-V/def2-TZVPD", "homo_ev": -9.6, "total_charge": 0, "relative_energy_ev": 4.326, "gap_ha": 0.2682, "species": ["C", "C", "C", "H", "N", "O", "O", "F", "F"], "positions_angstrom": [[0.00558, 0.70768, -0.08713], [1.16200, -0.22207, 0.12566], [-1.09893, -0.15554, 0.01147], [-0.76499, 2.54480, 1.34310], [0.75193, -1.50191, 0.13130], [0.01613, 2.09164, -0.09311], [-0.72633, -1.46104, -0.01409], [2.45926, 0.08807, -0.10523], [-2.37358, 0.01674, -0.08417]], "forces_ev_per_angstrom": [[-0.2, 0.4, 1.5], [-2.2, -1.1, -2.0], [3.0, -1.1, -1.5], [2.2, -1.0, -3.7], [-0.2, 1.9, -0.4], [-2.2, -1.1, 3.7], [1.9, 1.9, 1.3], [-1.9, -0.5, 1.0], [-0.3, 0.5, 0.2]], "nbo_charge": [0.0104, 0.5137, 0.6650, 0.3711, -0.1502, -0.5734, -0.3061, -0.2766, -0.2539]}